A cluster of 3 separate species, C2H10NO3 in total, computed with wB97M-V/def2-TZVPD.

Summary:
- Total charge: -1
- ΔE to the lowest compared entry with this formula, charge and spin: 29.6 kcal per mole

Last column: natural (NBO) charge in e.
Cartesian coordinates (Å):
C -0.724 0.197 -0.536  -0.079
O 0.243 -0.059 0.427  -0.980
C -0.812 -0.874 -1.673  -0.242
N -1.525 -2.048 -1.187  -0.844
H -0.475 1.221 -0.956  0.096
H -1.720 0.362 -0.153  0.106
H 0.294 -1.063 -1.994  0.173
H -1.307 -0.431 -2.528  0.148
H -1.714 -1.751 -0.291  0.352
H -0.822 -2.771 -0.988  0.344
H 3.215 0.510 1.397  0.443
H 1.857 0.008 0.719  0.527
O 2.803 -0.080 0.862  -1.015
H -0.483 1.589 1.000  0.522
H -0.242 3.164 1.269  0.442
O -0.385 2.333 1.723  -0.996

***

A cluster of 4 separate species, C12H36N3O4 in total, computed with wB97M-V/def2-TZVPD.

Summary:
- Total charge: +1
- ΔE to the lowest compared entry with this formula, charge and spin: 178.7 kcal per mole

Last column: natural (NBO) charge in e.
Cartesian coordinates (Å):
O 11.384 7.773 47.601  -0.934
H 11.093 8.367 46.825  0.570
H 11.025 6.780 47.664  0.575
H 11.500 8.147 48.484  0.546
C 12.338 4.664 48.216  -0.607
C 10.859 4.418 47.838  -0.087
C 9.932 4.739 49.017  -0.074
O 9.870 6.137 49.205  -0.597
C 9.207 6.636 50.370  -0.234
N 10.553 5.319 46.755  -0.828
H 12.902 4.215 47.491  0.221
H 12.711 3.972 49.072  0.220
H 12.511 5.612 48.416  0.194
H 10.757 3.373 47.606  0.199
H 10.391 4.288 49.984  0.187
H 8.833 4.539 48.898  0.185
H 9.933 6.286 51.020  0.188
H 8.209 6.349 50.401  0.189
H 9.364 7.618 50.338  0.186
H 9.599 5.026 46.685  0.374
H 10.981 4.766 45.915  0.386
C 10.837 10.644 50.120  -0.617
C 12.296 10.218 49.780  -0.110
C 13.164 10.983 50.671  -0.052
O 13.094 12.425 50.497  -0.549
C 14.058 13.084 51.283  -0.264
N 12.508 8.896 49.871  -0.764
H 10.041 10.332 49.281  0.201
H 10.702 11.730 50.337  0.253
H 10.615 10.234 51.072  0.195
H 12.342 10.509 48.771  0.191
H 14.268 10.679 50.349  0.151
H 12.996 10.890 51.626  0.171
H 15.061 12.760 50.916  0.176
H 13.900 13.032 52.421  0.177
H 13.781 14.075 50.920  0.211
H 12.085 8.641 50.890  0.347
H 13.289 8.619 49.904  0.340
C 10.563 8.233 44.395  -0.634
C 10.295 9.655 45.088  -0.077
C 8.806 9.713 45.706  -0.083
O 8.834 8.734 46.863  -0.574
C 7.678 8.788 47.509  -0.258
N 11.271 9.988 45.992  -0.839
H 9.672 7.933 43.639  0.248
H 10.657 7.479 45.334  0.203
H 11.677 8.327 43.894  0.224
H 10.338 10.330 44.248  0.184
H 7.940 9.526 45.033  0.217
H 8.829 10.552 46.328  0.180
H 6.655 8.534 47.091  0.189
H 7.858 9.767 47.960  0.164
H 7.863 8.113 48.354  0.183
H 11.100 10.838 46.384  0.374
H 12.067 10.358 45.388  0.385

***

Number 1: HOMO level -3.5 eV. Number 2: HOMO level -12.3 eV.